This record from the OMol25 dataset describes 2 unconnected molecules or ions with the total composition C6H19NSSi2 at a distorted geometry. The level of theory is the ωB97M-V functional and the def2-TZVPD basis.

```
29
Properties=species:S:1:pos:R:3:lowdin_charge:R:1
C -1.010 -0.012 2.241 -0.178
C -2.113 2.304 0.762 -0.173
C -2.835 -0.889 0.183 -0.180
C 2.820 0.938 -1.032 -0.159
C 1.178 -1.345 -2.226 -0.297
C 2.023 -1.270 0.875 -0.158
N -0.110 0.366 -0.426 -0.153
Si -1.535 0.471 0.550 0.347
Si 1.381 -0.292 -0.655 0.322
S -0.826 0.497 -2.976 0.569
H -1.177 -1.003 2.356 -0.020
H 0.021 0.138 2.541 0.029
H -1.742 0.484 2.949 0.071
H -1.562 2.777 -0.075 0.008
H -3.254 2.328 0.621 0.056
H -1.711 2.758 1.621 -0.004
H -2.407 -1.838 0.378 0.001
H -3.781 -0.775 0.839 0.065
H -3.131 -0.882 -0.882 0.013
H 3.692 0.494 -0.801 -0.032
H 2.867 1.115 -2.072 0.005
H 2.809 1.946 -0.564 0.045
H 1.158 -0.906 -3.227 -0.037
H 1.939 -2.110 -2.139 0.013
H 0.041 -1.679 -2.275 0.022
H 2.294 -0.595 1.670 0.023
H 1.517 -2.020 1.358 -0.010
H 2.968 -1.762 0.712 0.027
H -0.849 1.746 -2.382 -0.212
```

Summary:
- 2S+1: 1
- Electronic energy: -34608.7654 eV
- Kohn-Sham gap (spin up / spin down): 6.44 / 6.43 eV
- Energy relative to the best compared isomer or geometry (same formula, charge and spin): 86.8 kcal/mol